[1]
Computed, not measured: C55H52KN7OPS as an isolated structure in a non-equilibrium geometry, with the ωB97M-V functional and the def2-TZVPD basis.

Structure (XYZ):
```
118
Properties=species:S:1:pos:R:3:lowdin_charge:R:1
K 16.78576 14.09674 13.13662 0.698
C 19.39567 17.60965 17.16164 -0.019
N 19.46220 16.81930 15.89484 -0.042
C 18.40802 16.78848 14.97777 -0.422
N 18.74960 16.01323 13.93212 0.074
C 20.04887 15.49241 14.24948 -0.176
C 20.44305 15.92466 15.50113 -0.110
C 21.68717 15.58597 16.21274 -0.151
C 21.75207 15.53883 17.62422 -0.046
C 22.99964 15.58113 18.22946 -0.076
C 24.21986 15.52689 17.51241 -0.067
C 24.13636 15.49315 16.13206 -0.078
C 22.90417 15.45921 15.49151 -0.026
C 20.63415 14.50561 13.38575 -0.222
C 21.23100 13.36824 13.91314 -0.052
C 21.82931 12.43209 13.08812 -0.079
C 21.93483 12.64032 11.70368 -0.091
C 21.34180 13.78274 11.16499 -0.068
C 20.59513 14.66743 11.99490 -0.011
P 16.77138 17.62394 15.00416 1.121
C 16.70781 18.53695 13.41388 -0.420
N 16.79013 17.85317 12.25559 0.133
C 16.68424 18.81625 11.25537 -0.189
C 16.46918 20.07257 11.78501 -0.103
N 16.48738 19.87941 13.18902 -0.052
C 16.65433 21.00091 14.13774 -0.029
C 16.36862 21.40529 11.22238 -0.179
C 17.21495 21.80964 10.18284 -0.020
C 17.47568 23.15720 9.98360 -0.083
C 16.87658 24.13081 10.76588 -0.094
C 15.85822 23.74115 11.63459 -0.073
C 15.57944 22.38223 11.84235 -0.066
C 16.82368 18.38233 9.86847 -0.176
C 16.01417 18.86158 8.84501 -0.034
C 16.18608 18.40322 7.50469 -0.069
C 17.22036 17.51318 7.21810 -0.096
C 18.04336 17.02448 8.25136 -0.088
C 17.78790 17.35019 9.58278 -0.016
C 15.19835 16.75035 15.10716 -0.439
N 14.74204 15.95104 14.11706 0.083
C 13.60146 15.29935 14.64248 -0.166
C 13.25266 15.82554 15.87707 -0.113
N 14.29579 16.73808 16.17383 -0.041
C 14.44533 17.63870 17.34729 -0.024
C 12.05963 15.60058 16.60498 -0.174
C 10.81756 15.33787 15.99719 -0.035
C 9.61662 15.40843 16.67882 -0.071
C 9.58058 15.64684 18.05788 -0.084
C 10.80830 15.75504 18.70597 -0.093
C 12.03609 15.68845 18.02767 -0.037
C 12.98257 14.19111 13.89448 -0.193
C 13.09130 14.16143 12.50381 -0.039
C 12.44829 13.18688 11.75035 -0.075
C 11.75474 12.15434 12.39061 -0.080
C 11.72110 12.14394 13.79732 -0.086
C 12.35361 13.12602 14.52488 -0.071
H 18.92014 18.57395 16.92420 0.077
H 20.37956 17.88572 17.49995 0.082
H 18.83765 17.08009 17.93412 0.085
H 20.82185 15.57512 18.22461 0.113
H 23.05216 15.71085 19.29994 0.100
H 25.17427 15.47291 18.01303 0.103
H 25.04778 15.44137 15.50049 0.121
H 22.87466 15.51980 14.41571 0.116
H 21.27971 13.21252 14.99092 0.121
H 22.28437 11.50289 13.43926 0.107
H 22.48235 11.91090 11.07495 0.113
H 21.36408 13.87587 10.06078 0.110
H 20.22215 15.66219 11.65716 0.118
H 17.60920 21.60155 13.90616 0.133
H 16.78119 20.51909 15.12507 0.058
H 15.76792 21.66004 14.22150 0.080
H 17.77382 21.06090 9.65725 0.111
H 18.23212 23.51091 9.21728 0.129
H 17.08956 25.19281 10.61556 0.108
H 15.24346 24.44115 12.24227 0.117
H 14.74876 22.06708 12.45606 0.110
H 15.24076 19.60644 9.04490 0.118
H 15.55889 18.79439 6.70700 0.101
H 17.34773 17.10883 6.21523 0.100
H 18.84467 16.34631 7.97059 0.098
H 18.39574 16.88185 10.37601 0.098
H 13.48359 17.86087 17.77575 0.077
H 14.89968 18.53007 16.89330 0.063
H 15.10785 17.21338 18.12458 0.095
H 10.83656 15.23239 14.91654 0.119
H 8.71040 15.28671 16.08604 0.111
H 8.60364 15.52546 18.60267 0.125
H 10.74920 15.96440 19.82621 0.127
H 12.92459 15.74874 18.64925 0.101
H 13.70661 14.91554 12.05211 0.105
H 12.52998 13.26402 10.65647 0.113
H 11.23172 11.38532 11.78024 0.113
H 11.19941 11.33293 14.35991 0.118
H 12.31381 13.06263 15.64698 0.135
C 17.36170 12.71448 18.87622 -0.084
C 16.19247 12.37338 17.93025 -0.201
C 16.52817 12.93484 16.60812 -0.188
N 16.85321 13.46138 15.61298 0.103
H 17.27111 12.35868 19.87766 0.073
H 17.44784 13.79009 18.89854 0.072
H 18.23692 12.32485 18.41404 0.070
H 15.22713 12.87730 18.25247 0.135
H 16.07144 11.26238 17.78721 0.133
O 17.20481 11.95968 12.12879 -0.722
S 17.71668 10.59695 11.87511 0.956
C 17.50053 9.75082 13.44703 -0.318
C 16.42010 8.62978 13.38742 -0.214
C 16.05619 8.31640 11.92264 -0.236
C 16.34192 9.53427 11.04756 -0.255
H 17.28601 10.52846 14.15974 0.071
H 18.45963 9.30407 13.65517 0.076
H 15.54156 8.88244 14.02098 0.113
H 16.83778 7.73634 13.90643 0.114
H 15.00219 8.04906 11.91682 0.108
H 16.65669 7.43755 11.59588 0.120
H 15.43385 10.14599 10.96671 0.096
H 16.80079 9.26923 10.08352 0.081
```

The net charge is +1. Its relative energy (zero: lowest compared OMol25 entry of this formula, charge and spin) is 0.0 kJ/mol. For the HOMO-LUMO gap, the calculation gives 7.48 eV. The spin multiplicity is 1. For the HOMO energy, the calculation gives -9.41 eV.

***

[2]
Computed, not measured: a single C2H7N3OS molecule in a non-equilibrium geometry, with the ωB97M-V functional and the def2-TZVPD basis.

Structure (XYZ):
```
14
Properties=species:S:1:pos:R:3:nbo_charge:R:1
C 1.49177 1.33083 -0.14181 -0.431
C -0.61956 -0.08974 0.09859 0.533
H 2.21406 0.85230 0.59055 0.214
H 1.65485 0.77794 -1.12820 0.208
H 1.70536 2.44909 -0.24858 0.221
H -0.20822 1.71627 1.03670 0.388
H -2.28731 0.63037 -0.57751 0.362
H -1.90167 -1.74647 -0.24909 0.486
H 1.25379 -2.98039 0.67317 0.150
N 0.03492 1.10893 0.03143 -0.634
N -2.01988 0.02023 0.15812 -0.314
N -0.14295 -1.28370 -0.11095 -0.740
O -2.72986 -1.12272 -0.12111 -0.563
S 1.55469 -1.66295 -0.01132 0.121
```

Its relative energy (zero: lowest compared OMol25 entry of this formula, charge and spin) is 297.1 kJ/mol. For the HOMO-LUMO gap, the calculation gives 9.10 eV. The spin multiplicity is 1. For the HOMO energy, the calculation gives -8.52 eV. The SMILES is CN/C(=N\S)NO.

***

[3]
Computed, not measured: C5H14Cl3MnO4 as an isolated structure in a non-equilibrium geometry, with the ωB97M-V functional and the def2-TZVPD basis.

Structure (XYZ):
```
27
Properties=species:S:1:pos:R:3:nbo_charge:R:1
Mn 0.05744 -1.41521 4.26487 1.658
Cl 0.02665 -0.59067 2.03473 -0.644
C -2.47262 -2.23694 -0.85621 -0.071
C -1.59495 -1.13806 -1.44338 -0.081
O -0.23165 -1.34658 -1.12672 -0.710
O -3.81910 -2.03954 -1.24874 -0.716
H -2.43149 -2.20864 0.24660 0.119
H -2.11940 -3.24796 -1.09111 0.168
H -1.91464 -0.20006 -0.97482 0.159
H -1.76211 -1.06912 -2.51403 0.205
H -0.11909 -1.25767 -0.17601 0.446
H -4.41541 -2.48975 -0.64912 0.474
C 4.21460 0.94813 -1.47776 -0.089
C 3.01261 0.29129 -0.83071 -0.108
O 3.19871 0.40743 0.61552 -0.744
O 4.25895 2.35614 -1.26086 -0.703
H 4.26083 0.68993 -2.53619 0.189
H 5.12446 0.51466 -1.03938 0.170
H 2.92208 -0.74047 -1.16210 0.188
H 2.15379 0.94507 -1.01230 0.175
H 2.36097 0.12381 0.99133 0.450
H 3.77472 2.46981 -0.43079 0.466
C -2.84805 2.12676 2.34429 -0.409
Cl -2.98854 3.31842 3.67026 -0.025
Cl -3.15631 2.76624 0.74589 0.021
H -1.88229 1.63401 2.34000 0.196
H -3.61019 1.38896 2.57673 0.214
```

The net charge is +1. Its relative energy (zero: lowest compared OMol25 entry of this formula, charge and spin) is 0.0 kJ/mol. For the HOMO-LUMO gap (alpha / beta), the calculation gives 3.23 / 3.25 eV. The spin multiplicity is 6. For the HOMO energy (alpha / beta), the calculation gives -11.96 / -11.96 eV.

***

[4]
Computed, not measured: a 2-piece molecular cluster, C5H14O overall in a non-equilibrium geometry, with the ωB97M-V functional and the def2-TZVPD basis.

Structure (XYZ):
```
20
Properties=species:S:1:pos:R:3:nbo_charge:R:1
C 0.05366 2.79720 0.42266 -0.628
C -1.22551 2.14254 0.89512 -0.639
H -0.07114 3.49801 -0.39909 0.209
H 0.52483 3.25470 1.29814 0.203
H 0.82710 2.10514 0.10073 0.233
H -1.89961 2.73742 1.51149 0.217
H -1.91200 1.81025 0.11003 0.205
H -1.01689 1.31296 1.57609 0.200
C 0.76765 -1.34918 -0.26884 0.088
C -0.43694 -1.94239 0.47021 -0.642
C 1.14531 -2.09518 -1.53992 -0.639
O 0.44173 -0.00278 -0.71357 -0.747
H 1.57875 -1.19260 0.44475 0.167
H -0.82760 -2.79364 -0.09220 0.211
H 0.66677 -3.07607 -1.60664 0.206
H 0.97492 -1.45639 -2.39799 0.239
H 2.17511 -2.47556 -1.57155 0.212
H -0.27921 0.34544 -0.17744 0.476
H -1.32618 -1.31062 0.50403 0.212
H -0.16078 -2.30926 1.43399 0.215
```

Its relative energy (zero: lowest compared OMol25 entry of this formula, charge and spin) is 105.6 kJ/mol. For the HOMO-LUMO gap, the calculation gives 11.09 eV. The spin multiplicity is 1. For the HOMO energy, the calculation gives -10.02 eV. The SMILES is CC(C)O.CC.

***

These records have calculated total energy values of -3924.86475, -717.96276, -3031.04571, -274.10184 Eh, in the order they appear.